[1]
Formula: C4H8N2OS
Source: the Open Molecules 2025 dataset
Level of theory: ωB97M-V/def2-TZVPD

The energy relative to the best compared isomer or geometry (same formula, charge and spin) is 4.303 eV. The calculation puts the molar mass at 132.2 g mol⁻¹. For the energy, the calculation gives -740.00388 Eh. The calculation puts the gap between HOMO and LUMO at 9.9 eV.

Last column: Mulliken charge in e.
Element x y z (Å)
1 O -1.312 -1.810 -0.688  -0.59
2 N -0.932 0.604 -0.765  -0.22
3 N 1.053 -1.215 -0.403  -0.22
4 S -0.543 -0.856 0.132  0.50
5 C -2.338 1.089 -0.740  -0.29
6 C -1.201 1.717 0.110  -0.51
7 C 1.939 -1.741 0.644  -0.36
8 C 2.079 -0.307 0.132  -0.32
9 H -3.010 0.445 -0.230  0.28
10 H -2.786 1.734 -1.528  0.23
11 H -0.853 2.675 -0.182  0.24
12 H -1.153 1.569 1.178  0.28
13 H 1.509 -1.907 1.632  0.25
14 H 2.720 -2.423 0.352  0.25
15 H 1.847 0.465 0.816  0.25
16 H 2.981 -0.039 -0.460  0.23

=====

[2]
Formula: C4H8N2P
Source: the Open Molecules 2025 dataset
Level of theory: ωB97M-V/def2-TZVPD

The energy relative to the best compared isomer or geometry (same formula, charge and spin) is 2.196 eV. The calculation puts the molar mass at 115.1 g mol⁻¹. For the energy, the calculation gives -607.74009 Eh. The total charge is +1. The calculation puts the gap between HOMO and LUMO (spin up / spin down) at 6.6 / 6.6 eV.

Last column: Mulliken charge in e.
Element x y z (Å)
1 C -1.987 0.404 -0.917  -0.19
2 C -1.876 -1.014 -0.859  -0.64
3 C -0.991 1.092 -0.202  -0.28
4 C -0.773 -1.374 -0.122  0.50
5 N -0.501 -2.533 0.281  -0.28
6 N 1.883 1.639 0.702  -0.76
7 P 0.136 0.167 0.754  0.16
8 H -2.803 1.096 -1.222  0.34
9 H -2.484 -1.659 -1.551  0.33
10 H -1.160 2.146 -0.169  0.34
11 H -1.208 -3.306 0.270  0.28
12 H 0.332 -2.714 0.816  0.26
13 H 2.782 1.528 1.274  0.29
14 H 1.532 2.576 0.863  0.31
15 H 1.957 1.557 -0.264  0.35